[1]
This record from the OMol25 dataset describes C3H7ClN2O in the gas phase in a non-equilibrium geometry. The level of theory is ωB97M-V/def2-TZVPD.

CARTESIAN COORDINATES (ANGSTROEM)
C -1.077 -0.893 0.651
N -0.336 -0.115 -0.426
C -1.019 1.207 -0.571
C 1.129 -0.012 0.244
O 1.361 0.825 1.086
N 2.003 -0.829 -0.350
Cl 3.660 -0.447 -0.111
H -1.787 -1.609 0.126
H -0.419 -1.372 1.303
H -1.695 -0.266 1.298
H -0.952 1.890 0.274
H -0.570 1.796 -1.413
H -2.106 1.121 -0.837
H 1.806 -1.295 -1.275

Output
* maximum force: 4.7 eV Å⁻¹
* frontier orbital gap: 9.79 eV
* total energy: -20772.72627 eV

Atom charges from the natural (NBO) analysis, given in e for atoms 1 to 2: -0.425, -0.497

---

[2]
This record from the OMol25 dataset describes a molecular structure, C25H32N2ORuSSe3Te. The level of theory is ωB97M-V/def2-TZVPD.

CARTESIAN COORDINATES (ANGSTROEM)
Ru 0.942 -0.435 -2.473
C -3.725 3.663 0.932
C -2.521 3.023 1.638
C -1.610 4.123 2.202
C -3.028 2.165 2.796
C -1.735 2.208 0.621
C -1.186 2.824 -0.505
C -0.471 2.081 -1.419
N -0.278 0.768 -1.279
C -0.813 0.146 -0.219
C -1.533 0.839 0.743
C -0.600 -1.315 -0.205
C -1.142 -2.167 0.744
C -0.952 -3.540 0.655
C -0.205 -3.994 -0.432
C 0.315 -3.104 -1.343
N 0.132 -1.782 -1.232
C -1.522 -4.525 1.666
C -0.363 -5.305 2.303
C -2.458 -5.498 0.934
C -2.309 -3.823 2.772
H -4.299 4.253 1.648
H -4.385 2.901 0.513
H -3.417 4.328 0.124
H -2.161 4.719 2.930
H -1.257 4.798 1.421
H -0.740 3.694 2.703
H -3.577 2.795 3.497
H -2.209 1.698 3.346
H -3.712 1.385 2.454
H -1.313 3.883 -0.681
H -0.026 2.533 -2.296
H -1.939 0.303 1.586
H -1.724 -1.751 1.550
H -0.019 -5.048 -0.582
H 0.901 -3.428 -2.190
H 0.207 -5.864 1.560
H -0.756 -6.019 3.028
H 0.323 -4.634 2.824
H -1.934 -6.063 0.163
H -3.286 -4.966 0.463
H -2.873 -6.212 1.646
H -1.682 -3.132 3.341
H -2.691 -4.568 3.470
H -3.167 -3.276 2.376
Se 2.698 -1.569 -3.658
Se 2.199 -2.122 -5.851
Te -0.253 -1.860 -6.019
Se -0.695 -0.297 -4.144
C 4.447 0.374 0.572
S 3.787 0.115 -1.064
O 2.314 -0.190 -0.782
C 3.840 1.775 -1.690
C 3.136 2.796 -1.063
C 3.174 4.067 -1.608
C 3.907 4.305 -2.768
C 4.597 3.276 -3.390
C 4.559 1.996 -2.855
H 3.834 1.103 1.099
H 5.474 0.723 0.474
H 4.423 -0.588 1.081
H 2.556 2.595 -0.170
H 2.638 4.877 -1.131
H 3.933 5.301 -3.190
H 5.155 3.465 -4.297
H 5.074 1.175 -3.339

Output
* net charge: +1
* 2S+1: 2
* maximum force: 0.4 eV Å⁻¹
* frontier orbital gap (alpha / beta): 6.42 / 5.58 eV
* total energy: -248218.68029 eV
* <S²>: 0.768

Atom charges from the natural (NBO) analysis, given in e for atoms 1 to 2: 0.369, -0.597

---

[3]
This record from the OMol25 dataset describes a gas-phase ion, C8H16N3 (charge +1) in a non-equilibrium geometry. The level of theory is ωB97M-V/def2-TZVPD.

CARTESIAN COORDINATES (ANGSTROEM)
N -0.500 0.770 -1.819
C 0.890 1.089 -2.183
C 1.682 1.315 -0.915
C 1.784 0.224 0.179
N 0.490 -0.281 0.547
C -0.048 0.260 1.805
C -1.460 -0.140 2.003
C -1.812 -1.573 1.574
N -1.535 -1.494 0.157
C -0.264 -1.068 -0.114
C -0.655 -2.291 -0.739
H -0.886 1.482 -1.260
H -0.895 0.823 -2.698
H 1.065 1.895 -2.817
H 1.348 0.225 -2.818
H 1.082 2.111 -0.475
H 2.573 1.676 -1.190
H 2.458 -0.593 -0.164
H 2.230 0.645 1.044
H 0.101 1.327 2.086
H 0.537 -0.232 2.586
H -1.770 0.005 2.965
H -2.036 0.514 1.302
H -1.484 -2.465 2.111
H -2.817 -1.710 1.704
H -0.878 -2.321 -1.749
H -0.356 -3.197 -0.254

Output
* net charge: +1
* maximum force: 4.2 eV Å⁻¹
* frontier orbital gap: 10.28 eV
* total energy: -13016.30208 eV

Atom charges from the natural (NBO) analysis, given in e for atoms 1 to 2: -0.822, -0.214

---

[4]
This record from the OMol25 dataset describes C13H23N3OS in the gas phase in a non-equilibrium geometry. The level of theory is ωB97M-V/def2-TZVPD.

CARTESIAN COORDINATES (ANGSTROEM)
C 4.171 -4.077 2.559
C 2.916 -3.453 1.668
C 2.182 -2.643 2.648
C 1.195 -2.003 1.805
C 0.230 -1.152 2.964
C -0.839 -0.304 2.347
C -2.055 -1.388 1.547
C -3.047 -0.443 0.749
C -2.625 -0.185 -0.425
N -1.665 0.763 -0.703
C -1.179 0.895 -2.150
S -0.182 2.117 -2.830
C 0.224 3.075 -1.323
C 1.397 2.671 -0.896
C 1.893 1.143 -0.766
O 2.194 3.589 -0.266
N -2.044 -0.129 -2.621
N -2.617 -0.794 -1.763
H 4.770 -4.639 1.745
H 4.753 -3.486 3.162
H 3.832 -4.642 3.361
H 2.386 -4.119 1.498
H 3.426 -2.873 1.024
H 2.575 -1.953 3.227
H 1.784 -3.416 3.339
H 0.552 -2.749 1.448
H 1.499 -1.345 1.201
H -0.255 -1.932 3.563
H 0.721 -0.461 3.438
H -0.512 0.255 1.392
H -1.493 0.238 2.846
H -1.627 -2.187 0.969
H -2.560 -1.731 2.584
H -3.213 0.495 1.309
H -4.111 -1.156 0.555
H 0.059 3.841 -1.891
H -0.650 2.899 -0.702
H 2.630 1.036 0.149
H 2.005 0.856 -1.661
H 0.933 0.706 -0.210
H -3.196 -1.479 -1.736

Output
* maximum force: 18.7 eV Å⁻¹
* frontier orbital gap: 8.71 eV
* total energy: -31192.47389 eV

Atom charges from the natural (NBO) analysis, given in e for atoms 1 to 2: -0.620, -0.330

---

[5]
This record from the OMol25 dataset describes 2 unconnected molecules or ions with the total composition C5H13NO in a non-equilibrium geometry. The level of theory is ωB97M-V/def2-TZVPD.

CARTESIAN COORDINATES (ANGSTROEM)
C -1.328 -2.796 -1.349
C -0.774 -1.830 -2.061
C 0.139 -0.608 -1.732
C -0.049 -0.084 -0.332
C 0.728 -0.992 0.845
N 0.473 1.242 -0.295
H -1.713 -3.756 -1.767
H -1.489 -2.761 -0.235
H -0.946 -1.898 -3.131
H 1.166 -1.034 -1.782
H -0.080 0.218 -2.370
H -1.180 -0.039 0.005
H 1.789 -1.183 0.438
H 0.810 -0.358 1.743
H 0.087 -1.867 1.105
H 1.060 1.443 0.612
H 1.193 1.576 -0.937
O 0.456 3.943 3.581
H -0.331 3.702 3.102
H 0.380 3.574 4.415

Output
* maximum force: 4.8 eV Å⁻¹
* frontier orbital gap: 9.86 eV
* total energy: -8931.32262 eV

Atom charges from the natural (NBO) analysis, given in e for atoms 1 to 2: -0.414, -0.166

---

[6]
This record from the OMol25 dataset describes a molecular structure, C58H45BrKN9O4PS3. The level of theory is ωB97M-V/def2-TZVPD.

CARTESIAN COORDINATES (ANGSTROEM)
K -0.357 -0.546 -0.318
Br -0.192 -3.977 -1.044
C 1.635 -3.790 -0.535
C 2.322 -4.889 -0.057
C 3.657 -4.687 0.266
C 4.211 -3.429 0.137
C 3.412 -2.374 -0.295
N 2.138 -2.578 -0.671
C 4.031 -0.970 -0.288
O 5.295 -0.953 -0.101
O 2.283 0.359 -0.490
H 1.832 -5.844 0.054
H 4.253 -5.513 0.636
H 5.236 -3.195 0.386
N 0.608 1.821 1.403
C 0.929 1.741 2.783
C 1.318 2.946 3.526
C 1.978 2.854 4.691
C 2.460 1.585 5.187
C 2.324 0.453 4.476
C 1.517 0.415 3.252
P 1.768 -0.830 1.888
C 2.964 0.001 0.745
C 3.747 1.129 1.294
C 4.463 2.012 0.584
C 4.669 2.030 -0.865
C 4.224 1.126 -1.737
C 3.359 -0.038 -1.355
C 2.854 -2.014 2.766
C 4.242 -1.880 2.850
C 4.994 -2.828 3.529
C 4.374 -3.916 4.130
C 2.996 -4.059 4.043
C 2.238 -3.115 3.361
H -0.372 1.982 1.206
H 1.204 2.443 0.874
H 1.092 3.908 3.081
H 2.239 3.755 5.233
H 3.037 1.576 6.104
H 2.839 -0.448 4.782
H 3.797 1.224 2.376
H 4.995 2.776 1.141
H 5.284 2.842 -1.241
H 4.495 1.230 -2.783
H 2.964 -0.529 -2.246
H 4.751 -1.071 2.338
H 6.072 -2.721 3.572
H 4.965 -4.655 4.659
H 2.504 -4.910 4.497
H 1.163 -3.253 3.282
O 0.135 0.803 3.457
S -1.392 -2.008 2.897
O -1.224 -3.456 3.250
N -2.016 -1.735 1.414
C -3.035 -2.543 0.956
C -3.771 -3.454 1.709
C -4.776 -4.259 1.153
C -5.096 -4.205 -0.174
C -4.391 -3.296 -0.995
C -4.653 -3.198 -2.381
C -3.953 -2.321 -3.153
C -2.982 -1.519 -2.520
N -2.712 -1.575 -1.242
C -3.384 -2.459 -0.452
C -2.741 -1.468 3.998
C -3.187 -2.296 5.015
C -4.171 -1.848 5.888
C -4.693 -0.570 5.755
C -4.220 0.269 4.752
C -3.241 -0.177 3.879
H -3.537 -3.591 2.751
H -5.297 -4.949 1.807
H -5.858 -4.839 -0.610
H -5.414 -3.840 -2.813
H -4.122 -2.228 -4.217
H -2.402 -0.815 -3.110
H -2.762 -3.290 5.092
H -4.530 -2.502 6.674
H -5.459 -0.222 6.438
H -4.612 1.274 4.655
H -2.848 0.473 3.106
N -1.359 4.435 -2.220
C -0.373 4.826 -3.142
C -0.650 5.814 -4.071
C 0.308 6.191 -5.007
C 1.540 5.561 -5.021
C 1.810 4.560 -4.093
C 0.871 4.198 -3.144
S 1.264 2.939 -1.964
N -0.240 2.569 -1.303
C -1.277 3.279 -1.467
C -2.551 2.790 -0.832
C -3.767 3.453 -0.946
C -4.893 2.880 -0.367
C -4.771 1.675 0.297
C -3.512 1.088 0.368
N -2.434 1.635 -0.178
H -2.255 4.873 -2.318
H -1.624 6.292 -4.065
H 0.080 6.968 -5.724
H 2.290 5.838 -5.749
H 2.769 4.054 -4.103
H -3.871 4.396 -1.464
H -5.853 3.376 -0.444
H -5.620 1.186 0.755
H -3.348 0.141 0.873
N 1.827 -2.181 -3.674
C 1.207 -1.107 -4.210
N 0.300 -0.417 -3.597
C -0.190 0.572 -4.436
C -1.233 1.442 -4.123
C -1.610 2.406 -5.041
C -0.965 2.518 -6.274
C 0.051 1.640 -6.615
C 0.418 0.669 -5.695
S 1.613 -0.589 -5.843
H 1.740 -2.279 -2.664
H 2.704 -2.474 -4.068
H -1.729 1.344 -3.167
H -2.416 3.087 -4.798
H -1.263 3.290 -6.971
H 0.542 1.711 -7.576

Output
* net charge: -1
* maximum force: 0.7 eV Å⁻¹
* frontier orbital gap: 6.11 eV
* total energy: -210640.36700 eV

Atom charges from the Löwdin analysis, given in e for atoms 1 to 2: 0.485, 0.816

---

[7]
This record from the OMol25 dataset describes a molecular structure, C61H51GeI2N3O4P2Ru in a non-equilibrium geometry. The level of theory is ωB97M-V/def2-TZVPD.

CARTESIAN COORDINATES (ANGSTROEM)
Ru -0.031 0.121 0.247
C -3.117 3.363 -6.147
C -2.519 3.245 -4.746
C -2.635 4.611 -4.035
C -1.050 2.864 -4.785
C -0.203 3.146 -5.847
C 1.140 2.802 -5.805
C 1.655 2.145 -4.704
C 0.835 1.840 -3.622
P 1.405 0.721 -2.250
C 3.013 1.522 -1.891
C 4.022 0.757 -1.302
C 5.195 1.358 -0.877
C 5.368 2.727 -1.009
C 4.363 3.499 -1.569
C 3.190 2.902 -2.009
C 1.821 -0.607 -3.451
C 0.717 -1.247 -4.017
C 0.883 -2.237 -4.966
C 2.163 -2.589 -5.378
C 3.260 -1.950 -4.829
C 3.095 -0.959 -3.870
C -0.499 2.225 -3.677
O -1.266 1.919 -2.572
C -2.592 1.663 -2.802
C -3.229 0.819 -1.892
C -4.564 0.498 -2.126
C -5.223 0.996 -3.235
C -4.577 1.861 -4.102
C -3.250 2.214 -3.899
P -2.352 0.280 -0.361
C -3.377 -1.200 -0.045
C -4.414 -1.209 0.882
C -5.173 -2.358 1.064
C -4.899 -3.499 0.325
C -3.878 -3.486 -0.619
C -3.125 -2.340 -0.808
C -2.892 1.604 0.766
C -4.061 2.346 0.603
C -4.233 3.544 1.270
C -3.201 4.043 2.056
C -2.053 3.299 2.241
C -1.895 2.041 1.652
H -2.598 4.124 -6.728
H -4.160 3.669 -6.088
H -3.057 2.412 -6.678
H -2.096 5.373 -4.601
H -2.213 4.562 -3.030
H -3.683 4.906 -3.951
H -0.589 3.641 -6.728
H 1.779 3.038 -6.646
H 2.693 1.842 -4.682
H 3.877 -0.309 -1.164
H 5.967 0.760 -0.411
H 6.276 3.195 -0.653
H 4.484 4.572 -1.662
H 2.416 3.513 -2.458
H -0.280 -0.965 -3.694
H 0.017 -2.735 -5.385
H 2.297 -3.360 -6.126
H 4.258 -2.227 -5.144
H 3.967 -0.470 -3.460
H -5.081 -0.159 -1.441
H -6.255 0.725 -3.412
H -5.127 2.274 -4.935
H -4.631 -0.314 1.453
H -5.981 -2.360 1.785
H -5.478 -4.399 0.485
H -3.666 -4.373 -1.202
H -2.320 -2.339 -1.533
H -4.825 2.003 -0.084
H -5.149 4.108 1.146
H -3.296 5.016 2.520
H -1.246 3.691 2.849
H 0.119 1.888 2.238
O 0.396 2.806 -0.195
H -0.019 2.851 -1.065
H 1.337 2.995 -0.304
O -1.032 -2.001 1.507
H -1.955 -2.199 1.697
H -0.768 -2.543 0.718
I 2.171 -0.428 1.650
I 4.098 2.040 2.722
O 0.280 -1.440 -1.083
N -0.099 -2.706 -0.802
C 0.892 -3.643 -0.836
C 0.528 -4.996 -0.741
N 0.238 -6.117 -0.687
C 2.258 -3.327 -0.979
N 3.373 -3.029 -1.099
C -0.696 1.218 1.944
Ge -0.916 0.220 3.718
C -2.733 0.835 4.313
C -3.809 -0.014 4.053
C -5.100 0.308 4.439
C -5.346 1.506 5.095
C -4.292 2.367 5.358
C -3.001 2.031 4.972
C 0.523 0.935 4.893
C 0.696 2.296 5.130
C 1.724 2.760 5.938
C 2.612 1.866 6.514
C 2.463 0.507 6.277
C 1.425 0.049 5.480
C -1.056 -1.637 4.498
C -1.765 -1.686 5.700
C -1.876 -2.862 6.426
C -1.259 -4.019 5.971
C -0.506 -3.973 4.809
C -0.397 -2.791 4.086
H -3.623 -0.968 3.571
H -5.916 -0.377 4.236
H -6.350 1.760 5.414
H -4.473 3.303 5.873
H -2.183 2.701 5.210
H 0.022 3.013 4.672
H 1.853 3.824 6.098
H 3.426 2.227 7.129
H 3.169 -0.198 6.697
H 1.326 -1.014 5.302
H -2.240 -0.793 6.082
H -2.444 -2.871 7.348
H -1.355 -4.940 6.532
H 0.002 -4.864 4.462
H 0.212 -2.774 3.194

Output
* net charge: -1
* 2S+1: 6
* maximum force: 1.4 eV Å⁻¹
* frontier orbital gap (alpha / beta): 5.02 / 5.76 eV
* total energy: -170621.65763 eV
* <S²>: 8.787

Atom charges from the Löwdin analysis, given in e for atoms 1 to 2: 0.801, -0.045